No. 1
This record from OMol25 describes a 2-piece molecular cluster, C34H43N3O3 overall in a non-equilibrium geometry. The level of theory is the ωB97M-V functional and the def2-TZVPD basis.

The geometry in ORCA input format:
```
! wB97M-V def2-TZVPD RIJCOSX def2/J DEFGRID3
* xyz 0 1
C -1.60820 -2.48305 -1.27814
H -4.82828 6.07574 -3.25785
C -0.04951 1.04734 0.70587
C -1.34891 3.54208 -0.09652
H 0.08338 -4.33720 -1.99561
C -0.81205 2.61575 -1.03254
H -2.12560 7.36563 -0.92439
C -1.67796 4.02831 -2.83261
C -1.94926 4.72248 -0.50506
H 0.55205 -3.40881 -4.29819
H -1.94922 0.60492 -2.39422
H 0.23885 0.77545 -1.41481
C -0.31749 -0.37598 3.29774
C -0.71873 -4.12462 -2.72056
H -3.51310 -0.15902 -2.69286
H 2.54331 1.13532 -0.71814
H 1.62671 -0.44090 8.48315
C 2.10230 -0.81052 4.60219
H -1.53774 -4.84550 -2.56367
H 1.60015 -2.79952 7.91844
H 0.25782 -5.16856 -4.35359
H -1.84676 4.18363 -3.90116
H 2.90658 -2.83520 -3.88609
C 5.61564 -3.29726 -1.93324
O -2.32460 -1.28589 1.09978
H 4.26597 -0.13530 -2.01558
H -4.74273 -0.05259 0.46370
C 0.89310 -0.91978 5.33450
H 5.62061 -4.40113 -1.91767
H -3.89302 1.01210 -0.66954
H -3.49116 6.82183 -4.16814
C 0.82887 -0.25444 7.74671
H -2.27850 5.44779 0.24407
C 1.73048 -0.63029 0.21984
C -2.29380 -1.16163 -1.22080
C 3.50915 -0.66135 -1.42986
H -2.01374 -0.95382 -3.26994
C -2.20713 4.95691 -1.88692
H -0.35779 2.35021 -3.13166
C 2.58689 0.04382 -0.67197
O -1.36886 -3.25781 -0.36369
C 1.71607 -2.03865 0.19983
H -0.67542 1.52803 1.46262
H -3.90877 7.38068 -0.97549
C -0.31413 -0.70728 4.63734
H 0.93241 -3.31160 6.33555
C 0.87422 -0.31156 2.56492
H -0.13568 -0.30863 8.27884
C -2.75400 -0.74397 0.07435
H 4.62003 -2.97079 -4.40195
C -0.90764 2.95999 -2.40997
C 2.52386 -2.74936 -0.66664
H -1.25774 -0.80617 5.16385
H 0.95634 0.74489 7.31387
H -1.02975 -4.03784 -4.84066
H 2.47191 -3.83857 -0.68105
O -1.21960 -2.77635 -2.54613
C 0.84180 0.06375 1.15518
H -2.98311 8.10245 -2.30342
H -3.59490 5.04028 -4.03016
C -2.99683 7.27691 -1.58090
H -1.25506 -0.25928 2.75712
N 4.31583 -2.79681 -2.33614
H -0.15627 -2.80179 7.66928
H 1.01219 -2.56154 0.85107
C -0.19916 -4.19496 -4.13870
H 3.04805 -0.92723 5.12638
C 3.46684 -2.07679 -1.47948
H 6.38085 -2.97776 -2.65954
N 0.89446 -1.25008 6.69694
N -2.95000 6.02802 -2.30853
C 3.88467 -3.26719 -3.63695
H -1.26720 3.33537 0.97206
C 0.81083 -2.61561 7.17357
C 2.08747 -0.59314 3.23763
H -3.48107 1.02691 1.05534
C -3.76401 0.38302 0.21412
H 3.81726 -4.36846 -3.65479
C -0.17631 1.40308 -0.62147
H 3.01294 -0.60868 2.65845
H 5.86958 -2.91246 -0.93774
C -3.75970 5.98509 -3.50949
C -2.45900 -0.37507 -2.45007
*
```

Electronic energy: -46564.439 eV

***

No. 2
This record from OMol25 describes a 2-piece molecular cluster, C16H36IN5O6P overall in a non-equilibrium geometry. The level of theory is the ωB97M-V functional and the def2-TZVPD basis.

The geometry in ORCA input format:
```
! wB97M-V def2-TZVPD RIJCOSX def2/J DEFGRID3
* xyz 1 1
O -0.86599 -4.00896 0.01553
H -1.29658 1.72248 -1.80129
H -0.02172 1.64703 3.61730
C 2.78787 -2.59369 3.97792
H -3.26316 -3.42112 -0.83535
H -3.50177 -2.43381 0.85897
C -1.37628 -1.19256 -1.32913
H 2.47292 -3.99938 5.80352
C -0.75788 2.54073 -6.74053
H 3.23934 -4.89156 4.31634
H 0.41140 1.94542 -1.96057
H 5.53922 -0.42943 4.20140
H 1.38366 -4.49734 4.24710
H -3.20250 3.58202 -5.23318
N -0.39245 1.81867 -1.27921
H 0.56024 -2.52679 3.70191
H -0.60196 1.62416 -7.31912
N 1.41024 -0.52542 2.98807
H -1.63716 -4.20929 2.76123
H 3.56606 -2.12239 4.71060
I 0.63031 -1.13150 5.91949
H 5.29788 1.10217 3.11090
C 4.75863 0.13279 3.49423
H 4.46390 -0.51318 2.55120
O -1.26541 3.31086 -4.46805
H -3.16155 -0.10787 -0.17479
H 1.43705 2.97589 3.55856
C -3.64013 -2.43895 -0.32418
C -0.12946 0.69817 -0.33081
O -5.12383 -2.35021 -0.52904
N -0.50338 -0.75106 -0.18592
H -0.26195 1.58541 -4.88092
C 2.41923 -4.08761 4.63549
H 1.13616 1.87951 5.13015
O 1.13746 -4.05910 1.68446
H -3.56675 -0.78364 -1.88615
H -3.09203 3.03278 -3.54030
C 1.06678 1.93092 3.95551
H -5.30864 -1.37374 -0.31051
C 0.76105 -0.41166 1.75002
O -1.58652 -3.24796 2.44137
C 3.42222 0.63845 4.36380
N 0.68670 0.87762 0.90372
H -0.96529 4.94892 -8.13413
H 3.35293 -0.03846 5.29326
H -1.25342 5.01745 -6.37388
C -2.63578 3.66812 -4.30242
H -2.61668 5.13881 -7.50278
C 1.36869 -1.71513 3.86582
H 1.72180 -4.14980 0.85484
O -1.83531 3.24940 -7.36169
H 0.16701 3.12640 -6.78709
H -1.28924 -0.43009 -2.24691
C -2.98166 -1.05111 -0.88084
H 3.29899 -2.76569 2.93768
H -1.99051 1.51867 -5.25455
H 2.64379 1.31352 2.44331
C 2.13749 0.77716 3.38634
P -0.31001 -3.13714 1.20481
C -1.09928 2.15597 -5.29565
H -2.67924 4.70692 -3.96687
N -0.00499 -1.43552 0.95122
H -1.11998 -2.22687 -1.80877
H 3.70750 1.73023 4.73638
C -1.64798 4.66132 -7.32782
*
```

Electronic energy: -54285.225 eV

***

No. 3
This record from OMol25 describes a 9-piece molecular cluster, C45H63Cl2FN14O2 overall in a non-equilibrium geometry. The level of theory is the ωB97M-V functional and the def2-TZVPD basis.

The geometry in ORCA input format:
```
! wB97M-V def2-TZVPD RIJCOSX def2/J DEFGRID3
* xyz 0 1
C -2.38430 -1.58412 6.45927
H 8.74448 -2.13241 -0.59906
C -2.84770 -6.41858 -5.83710
H -4.55702 3.40902 5.57334
C 10.33464 6.60166 0.13616
H 11.73424 -0.02106 -2.91323
C 6.70364 3.74145 -0.50366
C -3.70503 3.96334 3.88025
H 3.33757 3.78416 -3.00739
H 10.48622 -2.41877 -2.65131
H -4.62969 -5.58979 -0.97574
H -2.72384 -2.79412 -0.86791
H 10.67686 1.58312 -1.00570
N 1.03798 4.80639 2.14894
C -3.10416 2.81914 1.81608
H -5.05724 0.46627 0.99049
H -7.03941 -10.39776 2.75893
C -4.19272 -5.82533 -0.00348
F -1.97873 -6.17539 0.69662
H -7.14834 -11.69898 0.37793
H 1.25311 2.51602 -4.18609
H 12.06453 7.30403 1.26645
H -2.34473 -5.10897 -0.95921
H -4.81904 -5.47186 0.81708
C -3.06733 -0.55917 5.86089
C -6.78804 -0.56254 -0.99176
H -1.32506 -4.90772 -6.48254
C 2.65979 4.18828 -3.74194
H -0.34286 1.01048 6.69111
H -2.64646 3.77848 1.54044
H -6.98927 -9.78095 -1.52709
C -1.10117 0.25939 6.54786
H -6.19474 -0.50640 -3.06054
N -3.81757 -5.04458 -4.39460
H 12.01522 4.80136 2.31874
C 0.81367 5.48239 0.97765
N -3.20946 5.12397 3.78027
N 0.99910 4.37869 -5.19298
C 10.29373 4.54323 1.00221
C -6.39846 -1.55520 -0.20600
C 7.04739 2.80707 -1.44490
C -2.79341 -4.34719 -4.96461
C -1.13574 -1.06392 6.89580
C -4.12454 0.07962 1.40517
C 9.42967 -1.42020 -1.02630
H -2.62054 -7.29499 -6.42162
H -4.44710 -4.67758 -3.69450
H 3.67007 3.93616 0.44182
H 1.97447 5.60508 -0.86579
H -6.24272 1.05555 -2.28663
H 3.37549 6.28900 -4.05921
H -1.35329 2.07367 0.72527
N -4.87124 3.77143 4.67600
H 7.47986 1.84047 -1.24427
N 9.51504 -0.14415 -0.53617
C -2.78214 -5.23537 0.03357
C 10.31972 -1.53431 -2.05936
Cl -8.36004 0.13506 -0.71187
H 0.43607 4.82065 2.95060
C 11.36748 6.51673 1.03233
H -4.59722 -7.01767 -4.58691
N -3.18744 2.75521 3.28691
N 9.68430 5.39911 0.12761
H 10.00723 7.41176 -0.49310
H -4.04052 -0.52756 5.39970
H 2.56332 3.50376 2.87599
H -6.81962 -7.76580 2.15935
H -2.26062 2.60697 3.67080
C -2.68962 -3.97119 0.88969
H 6.77882 3.72824 0.57145
N -2.28180 0.56027 5.92245
N -5.12985 -2.16429 -0.44836
H -0.06564 6.09103 0.84891
C 1.61330 3.52171 -4.32003
H 8.88141 5.17624 -0.43520
N -2.91566 -2.70957 0.13032
C 10.97286 -0.27952 -2.19645
H -2.38148 5.07429 3.18334
N 6.19256 4.83100 -1.15929
C -4.99939 -2.94361 -1.72302
C -2.15229 1.68466 1.35939
H -4.08886 2.75232 1.35222
C -7.06095 -10.63636 0.53153
C -5.99198 0.00639 -2.11633
H -0.35369 -1.60101 7.40576
C 1.64513 5.58380 -5.18476
H 0.19783 4.15646 -5.75363
O -4.07804 -2.67205 -2.49447
C -2.88721 0.54953 0.60892
N -6.88546 -8.46413 0.14599
C -4.11815 -2.09412 0.36722
C 2.67998 5.49916 -4.29170
C 2.21164 4.10666 2.05594
C 10.45738 0.55531 -1.24275
H 8.97165 0.22130 0.22318
H 6.86711 2.87910 -3.67653
H -2.53469 1.46098 5.56310
Cl -7.32485 -2.18744 1.10951
H -4.15364 -6.91532 0.05762
H 9.92977 3.53847 1.13629
H 1.31403 6.39389 -5.81193
N -4.28307 -1.39494 1.54957
H 5.86315 5.67079 -0.71824
H -1.67150 -3.92574 1.28803
H -4.06051 0.46968 2.42448
H -2.59758 -3.32823 -4.67896
H -2.14552 -0.22931 0.42941
H -5.21332 4.71134 4.85833
C 1.85732 5.21810 0.13356
C 11.34173 5.20786 1.58266
H -3.37541 -3.97926 1.73929
H -3.22499 0.93318 -0.36050
C -3.85659 -6.30781 -4.91493
H -1.68653 1.19337 2.22128
C -6.98298 -9.68951 -0.45436
H -4.91621 -0.02533 -1.93292
C 6.72698 3.35033 -2.71829
H -3.63832 -1.74397 2.24948
C 6.19942 4.59623 -2.50870
O -5.88302 -3.79820 -1.88517
H -2.73905 -2.59504 6.57240
H 5.82992 5.33536 -3.19912
H -6.81839 -7.58638 -0.33691
C -2.17087 -5.17070 -5.86865
C -6.89275 -8.61832 1.50556
C 2.74546 4.34422 0.81805
C -7.00398 -9.95565 1.77719
*
```

Electronic energy: -100402.650 eV